Entry 1:
A cluster of 2 separate species, C9H14O in total, computed with ωB97M-V/def2-TZVPD.

Positions of all 24 atoms, in Å:
C 4.14 0.79 -0.42
H -4.59 -1.11 0.80
C -3.85 -0.82 1.55
H 3.68 0.59 0.56
H 3.33 -2.03 -1.75
H -4.29 -0.10 2.24
H -0.41 2.23 1.38
C -1.94 0.78 1.60
H 4.12 1.84 -0.69
H 0.32 1.41 -0.85
C -1.14 -0.14 -0.99
C 3.48 -0.04 -1.50
O 3.45 -1.40 -1.02
C -0.45 0.87 -0.32
H -2.75 -1.51 -0.80
C -2.21 -0.70 -0.35
H -3.64 -1.67 2.21
H -0.89 -0.41 -2.01
H 4.08 0.00 -2.42
H -2.28 1.25 2.52
H 2.44 0.28 -1.66
H 5.20 0.52 -0.35
C -0.89 1.36 0.96
C -2.63 -0.27 0.96

Values from the calculation:
- total charge = +1
- gap between HOMO and LUMO (alpha / beta) (eV) = 8.4 / 4.6
- energy relative to the best compared isomer or geometry (same formula, charge and spin) (kcal per mole) = 24.5
- spin multiplicity = 2
- E_HOMO (alpha / beta) (eV) = -12.866 / -12.866

Here are the Mulliken charges for atoms 1 to 5, given in e: -1.1359, 0.3977, -1.3286, 0.2994, 0.3000


Entry 2:
A cluster of 2 separate species, C9H14O in total at a distorted geometry, computed with ωB97M-V/def2-TZVPD.

Positions of all 24 atoms, in Å:
H -0.49 1.99 3.26
H -0.24 -3.38 -1.39
C 0.90 1.12 1.81
H -3.35 1.24 -0.52
H 1.41 -1.93 0.06
H -2.35 2.05 1.73
C -1.40 1.64 1.40
H 2.36 -1.77 -1.48
H 0.08 0.23 -1.37
H 1.86 1.40 3.44
H 2.00 0.32 0.14
C -2.36 1.47 -0.92
H 2.03 -3.36 -0.66
C -0.02 0.67 -0.39
O 1.98 1.09 2.53
C -0.35 1.60 2.26
H -2.21 0.92 -1.85
C 0.44 -2.63 -1.80
H 0.80 -2.94 -2.78
H -2.33 2.55 -1.07
C 1.66 -2.36 -0.90
H -0.16 -1.75 -2.03
C -1.29 1.16 0.07
C 1.02 0.65 0.47

Values from the calculation:
- total charge = +1
- gap between HOMO and LUMO (alpha / beta) (eV) = 10.2 / 7.2
- energy relative to the best compared isomer or geometry (same formula, charge and spin) (kcal per mole) = 3.4
- spin multiplicity = 2
- E_HOMO (alpha / beta) (eV) = -13.951 / -14.631

Here are the Mulliken charges for atoms 1 to 5, given in e: 0.3493, 0.3048, 0.8286, 0.3963, 0.2772


Entry 3:
An isolated molecule of C9H14O4S at a distorted geometry, computed with ωB97M-V/def2-TZVPD.

Positions of all 28 atoms, in Å:
H -1.98 2.64 2.20
C 3.67 1.24 -0.72
H 1.39 1.81 -1.28
C 2.15 1.04 -0.78
H -2.23 -3.11 0.73
O 0.06 -2.00 0.87
C -1.45 3.06 1.19
C -0.66 -2.24 -1.55
S 1.72 -1.59 0.61
H -0.57 -1.34 -2.28
C 1.51 0.07 -0.11
H 3.95 2.25 -0.26
H -3.09 -1.94 -0.06
O -1.40 2.08 0.16
H -1.03 0.31 -1.38
C -1.19 0.88 0.67
O 2.24 -1.36 1.94
H -1.47 -2.90 -2.02
H -0.32 3.13 1.33
H 3.92 0.48 -0.05
C -0.93 -1.64 -0.18
H 4.02 1.05 -1.77
C -2.18 -2.10 0.51
H -2.44 -1.62 1.47
C -1.00 -0.09 -0.36
H -1.85 4.00 0.78
O -1.13 0.66 1.87
H 0.30 -2.77 -1.52

Values from the calculation:
- gap between HOMO and LUMO (alpha / beta) (eV) = 7.6 / 7.9
- energy relative to the best compared isomer or geometry (same formula, charge and spin) (kcal per mole) = 97.4
- E_HOMO (alpha / beta) (eV) = -8.614 / -8.829

Here are the Mulliken charges for atoms 1 to 5, given in e: 0.2624, -1.0189, 0.2344, 0.4792, 0.5301


Entry 4:
A cluster of 2 separate species, C9H14O4S in total at a distorted geometry, computed with ωB97M-V/def2-TZVPD.

Positions of all 28 atoms, in Å:
C 0.92 -0.19 -1.07
S 1.09 -1.43 -3.76
C -0.18 -0.24 3.37
H -1.01 -1.78 4.42
H 1.25 1.75 -2.18
H -0.48 -1.58 0.20
O 1.01 -0.21 3.56
C -1.43 0.28 -0.69
O 2.49 -1.98 -4.49
H -1.12 2.25 0.98
H 1.13 0.30 1.64
H -1.78 0.00 -1.60
O -0.77 0.20 2.19
H 3.01 -2.74 -4.03
C -1.27 -0.69 4.30
H -2.18 -0.51 3.90
C 0.14 0.52 1.10
H 1.26 -0.24 -4.52
H 1.70 -0.89 -1.33
H 0.62 2.73 0.59
O -0.17 -1.94 -4.35
C -0.17 -0.49 -0.09
H -0.96 2.31 -1.46
H -2.17 0.51 0.02
C -0.51 1.58 -0.88
C 0.66 0.98 -1.59
C -0.10 1.87 0.48
H -0.98 -0.37 5.30

Values from the calculation:
- gap between HOMO and LUMO (alpha / beta) (eV) = 5.4 / 7.6
- spin multiplicity = 3
- E_HOMO (alpha / beta) (eV) = -5.142 / -9.722

Here are the Mulliken charges for atoms 1 to 5, given in e: -0.9654, 0.5966, 0.7802, 0.2824, 0.3478


Entry 5:
A cluster of 2 separate species, C9H14OS in total at a distorted geometry, computed with ωB97M-V/def2-TZVPD.

Positions of all 25 atoms, in Å:
H -4.20 -1.22 -0.57
H 2.91 -0.56 -0.75
S 2.44 0.66 -2.58
C -1.04 0.78 1.38
H 3.32 2.22 -0.45
H 2.05 1.87 0.66
C 2.29 0.34 -0.81
C -1.09 -1.61 -0.05
C -2.11 -0.71 -0.24
H -1.03 1.72 1.92
H 1.54 1.65 -2.73
C -2.16 0.46 0.55
C -0.06 -0.15 1.59
C -0.07 -1.40 0.93
C 2.88 1.41 0.12
C -3.29 -1.04 -1.14
H -2.99 1.13 0.38
H -3.30 -0.34 -1.98
H 1.74 0.29 1.98
H -3.11 -2.00 -1.66
H 1.26 0.07 -0.54
H 3.52 0.99 0.89
O 0.95 0.12 2.52
H 0.72 -2.11 1.11
H -1.18 -2.57 -0.54

Values from the calculation:
- total charge = -1
- gap between HOMO and LUMO (alpha / beta) (eV) = 2.5 / 6.7
- energy relative to the best compared isomer or geometry (same formula, charge and spin) (kcal per mole) = 6.0
- spin multiplicity = 2
- E_HOMO (alpha / beta) (eV) = 0.583 / -3.762

Here are the Mulliken charges for atoms 1 to 5, given in e: 0.3533, 0.2149, -0.2534, 0.0797, 0.3839


Entry 6:
A cluster of 2 separate species, C9H14S in total at a distorted geometry, computed with ωB97M-V/def2-TZVPD.

Positions of all 24 atoms, in Å:
H 0.08 3.70 -2.21
H 0.57 -1.55 -0.82
C 1.47 3.24 -0.63
H -1.21 -0.79 2.49
C 1.77 0.90 -0.22
S -1.08 -3.05 1.86
H -0.05 1.42 -3.02
C 0.45 1.60 -2.07
H -3.35 -0.36 0.81
H 2.47 2.35 1.13
H -2.52 -1.56 -0.11
H -2.14 -3.66 1.30
C 0.65 2.94 -1.69
C 0.97 0.58 -1.31
C -2.37 -0.84 0.70
C 0.72 -0.87 -1.66
H 2.13 0.07 0.38
H -0.16 -0.98 -2.29
H 1.76 4.25 -0.37
C -1.95 -1.44 2.05
H -1.73 -0.02 0.37
H 1.61 -1.22 -2.19
C 1.98 2.21 0.17
H -2.84 -1.68 2.63

Values from the calculation:
- SMILES = Cc1ccccc1.CCS
- gap between HOMO and LUMO (eV) = 9.9
- energy relative to the best compared isomer or geometry (same formula, charge and spin) (kcal per mole) = 9.0
- E_HOMO (eV) = -9.008

Here are the Mulliken charges for atoms 1 to 5, given in e: 0.3614, 0.2542, -0.4336, 0.3590, -0.3777


Entry 7:
A cluster of 2 separate species, C9H14S in total at a distorted geometry, computed with ωB97M-V/def2-TZVPD.

Positions of all 24 atoms, in Å:
C -2.57 1.20 -0.78
H 1.12 -2.67 -0.48
H 2.32 1.27 -1.29
C 1.63 2.03 -0.97
H -2.61 2.49 0.90
C -0.41 0.91 -1.89
H -0.10 2.70 0.93
C -1.77 0.65 -1.79
H -0.37 -1.76 2.05
H 0.60 -0.61 1.26
C 0.19 -2.16 -0.21
H -3.63 1.04 -0.66
C 0.22 1.54 -0.81
H 0.20 -1.25 -0.78
C -0.58 2.11 0.17
H 1.53 2.80 -1.79
H 0.21 0.62 -2.74
H 2.01 2.54 -0.03
C -1.96 1.96 0.22
H -0.81 -2.60 -0.24
H -2.25 0.31 -2.68
H 2.05 -3.50 1.22
C 0.40 -1.67 1.24
S 1.80 -2.52 2.11

Values from the calculation:
- SMILES = Cc1ccccc1.CCS
- gap between HOMO and LUMO (eV) = 9.5
- energy relative to the best compared isomer or geometry (same formula, charge and spin) (kcal per mole) = 23.9
- E_HOMO (eV) = -8.675

Here are the Mulliken charges for atoms 1 to 5, given in e: -0.5802, 0.4271, 0.3517, -1.5583, 0.3931


Entry 8:
A cluster of 2 separate species, C9H14S in total at a distorted geometry, computed with ωB97M-V/def2-TZVPD.

Positions of all 24 atoms, in Å:
C -0.97 1.82 0.15
H -0.52 1.04 2.57
H -0.65 -1.98 -0.63
C 2.73 1.11 0.49
H -0.18 -4.07 -1.55
H -3.04 -1.47 -2.52
C 0.42 0.98 2.04
S -1.51 -4.10 -1.31
H -1.88 1.30 0.43
H -1.03 1.83 -0.94
C 1.66 0.94 2.64
H 1.38 1.53 -1.18
H -1.75 -0.49 -2.08
C 0.33 1.28 0.65
C 2.81 0.87 1.82
C 1.47 1.36 -0.12
H 1.82 0.88 3.71
H 3.74 0.85 2.37
C -1.61 -2.27 -1.05
H -1.40 -1.90 -3.17
C -1.97 -1.55 -2.32
H -1.10 2.87 0.42
H 3.53 1.23 -0.23
H -2.25 -2.07 -0.19

Values from the calculation:
- SMILES = Cc1ccccc1.CCS
- gap between HOMO and LUMO (eV) = 9.8
- energy relative to the best compared isomer or geometry (same formula, charge and spin) (kcal per mole) = 15.0
- E_HOMO (eV) = -8.970

Here are the Mulliken charges for atoms 1 to 5, given in e: -1.5380, 0.3764, 0.2308, -0.3402, 0.1257